(1)
Below is a 2-piece molecular cluster, C2H2Cl2S2 overall in a non-equilibrium geometry, with properties calculated with the ωB97M-V functional and the def2-TZVPD basis.

Each line ends with the Mulliken charge.
Cartesian coordinates (Å):
C (0.168, 0.007, 0.962)  0.41
C (-0.294, 0.749, -0.126)  -0.21
S (1.058, 0.839, 2.126)  -0.07
S (-1.341, 0.206, -1.337)  -0.03
Cl (-0.293, -1.638, 0.850)  -0.15
Cl (2.248, -0.723, -0.942)  -0.48
H (-0.196, 1.793, -0.286)  0.32
H (-1.350, -1.234, -1.247)  0.21

Calculated values
Orbital gap (alpha / beta) = 5.28 / 5.28 eV
HOMO level (alpha / beta) = -0.327 / -0.327 hartree

=====

(2)
Below is a 2-piece molecular cluster, C2H2Cl3N2O overall in a non-equilibrium geometry, with properties calculated with the ωB97M-V functional and the def2-TZVPD basis.

Each line ends with the Mulliken charge.
Cartesian coordinates (Å):
C (-0.198, -1.383, 0.051)  0.06
C (1.972, -1.945, 0.998)  0.41
N (-0.305, -2.432, -0.370)  0.67
N (-0.273, -0.101, 0.052)  -0.35
O (-0.108, -3.617, -0.421)  -0.54
Cl (1.979, -3.578, 0.934)  0.13
Cl (3.149, -1.248, -0.001)  0.03
Cl (1.500, -1.103, 2.413)  -0.02
H (0.282, 0.354, -0.654)  0.30
H (-0.170, 0.183, 1.030)  0.32

Calculated values
Orbital gap (alpha / beta) = 7.22 / 7.21 eV
HOMO level (alpha / beta) = -0.523 / -0.522 hartree
Charge = +1

=====

(3)
Below is a single C2H2Cl4O molecule in a non-equilibrium geometry, with properties calculated with the ωB97M-V functional and the def2-TZVPD basis.

Each line ends with the Mulliken charge.
Cartesian coordinates (Å):
C (-0.783, 0.148, -0.319)  -0.17
C (0.964, -0.211, -0.123)  0.30
O (-1.487, -0.440, 0.630)  -0.37
Cl (-1.062, 2.001, -0.425)  -0.18
Cl (1.372, 0.148, 1.676)  -0.18
Cl (1.156, -1.890, -0.490)  -0.09
Cl (1.902, 0.839, -1.080)  -0.09
H (-0.980, -0.235, -1.320)  0.43
H (-1.081, -0.359, 1.451)  0.36

Calculated values
SMILES string = O[C@@H](Cl)C(Cl)(Cl)Cl
Orbital gap = 11.09 eV
HOMO level = -0.396 hartree

=====

(4)
Below is C2H2Cl7Mg as an isolated structure in a non-equilibrium geometry, with properties calculated with the ωB97M-V functional and the def2-TZVPD basis.

Each line ends with the Mulliken charge.
Cartesian coordinates (Å):
Mg (2.386, 2.316, -1.885)  1.25
Cl (0.382, 1.518, -1.147)  -0.25
C (-0.964, -1.987, -2.040)  0.35
Cl (0.181, -3.379, -1.775)  -0.13
Cl (-2.559, -2.535, -1.676)  -0.10
Cl (-0.908, -1.422, -3.694)  -0.12
H (-0.721, -1.149, -1.387)  0.01
C (0.431, 1.376, 2.634)  0.20
Cl (1.427, -0.047, 2.053)  -0.12
Cl (1.300, 2.500, 3.645)  -0.10
Cl (-1.070, 0.856, 3.509)  -0.10
H (0.116, 1.953, 1.764)  0.13

Calculated values
Orbital gap = 4.77 eV
HOMO level = -0.484 hartree
Charge = +1

=====

(5)
Below is C2H2ClF2I as an isolated structure in a non-equilibrium geometry, with properties calculated with the ωB97M-V functional and the def2-TZVPD basis.

Each line ends with the Mulliken charge.
Cartesian coordinates (Å):
C (1.042, -0.466, 0.118)  -0.46
C (-0.838, 0.495, -0.175)  0.11
F (1.122, -1.303, -0.914)  -0.21
F (-0.996, 0.736, -1.463)  -0.15
Cl (-0.665, 1.972, 0.748)  -0.09
I (-2.339, -0.797, 0.613)  0.09
H (1.738, 0.355, 0.020)  0.35
H (0.936, -0.992, 1.053)  0.36

Calculated values
Orbital gap (alpha / beta) = 6.41 / 7.16 eV
HOMO level (alpha / beta) = -0.225 / -0.366 hartree
Multiplicity = 3

=====

(6)
Below is a single C2H2ClFO molecule in a non-equilibrium geometry, with properties calculated with the ωB97M-V functional and the def2-TZVPD basis.

Each line ends with the Mulliken charge.
Cartesian coordinates (Å):
C (0.386, -0.082, -0.186)  -0.46
C (1.727, -0.472, -0.234)  0.73
O (1.173, 0.839, -0.995)  -0.41
F (2.551, -0.062, 0.751)  -0.20
Cl (2.184, -1.799, -1.080)  -0.13
H (-0.368, -0.571, -0.789)  0.22
H (-0.045, 0.360, 0.657)  0.24

Calculated values
SMILES string = F[C@@]1(Cl)CO1
Orbital gap = 11.59 eV
HOMO level = -0.397 hartree

=====

(7)
Below is a single C2H2ClIO molecule in a non-equilibrium geometry, with properties calculated with the ωB97M-V functional and the def2-TZVPD basis.

Each line ends with the Mulliken charge.
Cartesian coordinates (Å):
C (-0.808, 1.448, 1.303)  -0.03
C (0.584, -1.374, -1.555)  -0.37
O (-1.844, 1.227, 1.850)  -0.32
Cl (2.218, -1.352, -1.603)  -0.05
I (-0.522, 0.589, -0.843)  0.16
H (0.156, 1.462, 1.656)  0.37
H (0.216, -2.000, -0.808)  0.25

Calculated values
Orbital gap (alpha / beta) = 6.59 / 7.04 eV
HOMO level (alpha / beta) = -0.288 / -0.304 hartree

=====

(8)
Below is a 3-piece molecular cluster, C2H2ClN overall in a non-equilibrium geometry, with properties calculated with the ωB97M-V functional and the def2-TZVPD basis.

Each line ends with the Mulliken charge.
Cartesian coordinates (Å):
C (-0.764, -0.944, 0.159)  0.52
C (-0.574, 0.297, 0.751)  -0.29
N (-0.830, -2.026, -0.269)  -0.27
Cl (-1.013, 1.833, 0.181)  0.03
H (1.293, 0.157, -0.225)  -0.22
H (1.888, 0.683, -0.597)  0.23

Calculated values
Orbital gap (alpha / beta) = 7.42 / 7.40 eV
HOMO level (alpha / beta) = -0.360 / -0.358 hartree

=====

Let's list energy in order: -1794.0372 -1642.2659 -1993.3873 -3498.5551 -1034.8104 -712.6296 -910.3573 -592.1607 a.u..
Let's list ΔE to the lowest compared entry with this formula, charge and spin in order: 280.0 81.4 0.0 34.9 138.3 131.3 406.6 441.0 kJ/mol.